Density functional theory data (wB97M-V/def2-TZVPD) for C4H3ClF2 in the gas phase at a distorted geometry.

Structure (XYZ):
```
10
Properties=species:S:1:pos:R:3:forces:R:3
C -0.121679 2.519638 -1.341307 0.9152 -0.0667 -0.8817
C 0.344887 1.358474 -0.854803 -0.1593 2.1151 -0.8988
F 1.572054 0.892573 -1.166794 -0.5135 0.3975 0.0643
C -0.486626 0.591493 0.020334 0.0130 -0.4367 0.0117
C -0.125773 -0.593356 0.445274 0.1388 -0.9225 0.2081
F 1.067617 -1.095176 0.150121 -0.1975 -0.5033 0.4058
Cl -1.130021 -1.670585 1.322854 0.1879 0.0407 0.0621
H -1.125386 2.823214 -1.125652 -0.3115 -0.0537 0.3752
H 0.380887 3.179472 -2.066314 0.1133 -0.6735 0.5479
H -1.467037 0.963186 0.236519 -0.1865 0.1030 0.1055
```
Positions in Å, forces in eV/Å.

Results
SMILES: C=C(F)/C=C(\F)Cl
Highest occupied orbital energy in eV: -9.0
HOMO-LUMO gap in eV: 9.74

---

Density functional theory data (wB97M-V/def2-TZVPD) for 2 unconnected molecules or ions with the total composition C5H10O2 at a distorted geometry.

Structure (XYZ):
```
17
Properties=species:S:1:pos:R:3:forces:R:3
C 1.166915 0.784933 0.567131 0.6806 0.5660 -0.6128
C 0.160178 0.503504 -0.492073 -0.9660 -0.0604 0.3393
C -1.098918 0.229105 0.289687 -0.7736 -0.4782 0.3474
C -0.642152 -0.256590 1.645209 -0.8013 0.5245 0.3167
O 0.395530 -2.459124 0.197066 0.7740 0.4474 -0.0447
C 0.108604 0.861877 -1.916781 0.3740 0.2749 -0.3919
O 0.499241 -0.437976 -1.537025 0.0092 -0.1638 0.6344
H 1.015997 1.699667 1.148414 -0.4239 -0.4475 0.0517
H 0.974548 -1.760852 0.574672 -0.5308 -0.7337 -0.0142
H 2.227385 0.765341 0.271598 -0.3058 -0.6348 0.2071
H -1.748560 -0.514816 -0.167908 0.2205 -0.0872 -0.3318
H -1.752997 1.087541 0.493305 0.3179 0.3004 -0.5028
H -1.247536 -1.094242 2.057553 1.3165 -0.0352 -0.4110
H -0.562773 0.510112 2.400126 0.2440 0.2001 0.0879
H 0.435694 -2.218062 -0.742430 -0.1917 -0.2637 0.2189
H 0.925490 1.423247 -2.356519 -0.1765 0.2527 -0.0938
H -0.856647 0.876336 -2.432027 0.2329 0.3387 0.1996
```
Positions in Å, forces in eV/Å.

Results
Highest occupied orbital energy (spin up / spin down) in eV: -8.9 / -9.0
HOMO-LUMO gap (spin up / spin down) in eV: 8.54 / 9.06

---

Density functional theory data (wB97M-V/def2-TZVPD) for a gas-phase ion, C2H6NOS (charge +1) at a distorted geometry.

Structure (XYZ):
```
11
Properties=species:S:1:pos:R:3:forces:R:3
C -0.770540 0.464234 0.368621 0.9209 1.9174 1.3856
C 1.664872 -0.093213 0.023785 1.6872 -1.0855 0.2388
N 0.220435 -0.155749 -0.196656 -2.5713 -1.9256 -1.0234
O -0.176414 -1.217888 -1.124149 1.1604 1.5719 0.9942
S -2.416193 0.242988 -0.198151 0.0955 1.7631 1.7262
H -0.489613 1.229891 1.247820 -0.7191 -1.7694 -2.2661
H 1.922453 0.920049 0.462671 -0.2735 -1.1958 -0.9592
H 2.223727 -0.402411 -0.963948 -1.2991 1.1130 1.8580
H 1.969732 -0.888925 0.791598 -0.6298 1.0660 -1.0510
H -1.148281 -1.364901 -1.047321 0.7186 0.0739 0.1746
H -3.000183 1.265921 0.635728 0.9101 -1.5290 -1.0777
```
Positions in Å, forces in eV/Å.

Results
Highest occupied orbital energy in eV: -15.2
Charge: +1
HOMO-LUMO gap in eV: 10.23

---

Density functional theory data (wB97M-V/def2-TZVPD) for a molecular structure, C12H17BMnN6O at a distorted geometry.

Structure (XYZ):
```
38
Properties=species:S:1:pos:R:3:forces:R:3
H -0.327581 2.907651 2.065318 -0.0145 -0.1950 -0.0814
N 0.055091 1.685302 0.368704 1.0890 2.6413 -0.9296
B 0.682665 0.828401 -1.947809 -0.4501 0.1127 1.2664
N 0.581597 1.963923 -0.895958 -0.5646 0.4219 1.3067
C 0.859796 3.274977 -0.984055 -0.2313 -0.2328 0.4925
Mn -0.607245 -0.241717 0.734109 0.8779 2.1541 2.6175
H 1.265221 3.677325 -1.899681 -0.0031 0.0708 0.0887
C 0.530562 3.873199 0.226564 0.0619 -0.0083 -0.1057
H 0.621813 4.907580 0.489779 0.0797 0.2096 -0.0320
C 0.038838 2.854245 1.052403 0.3370 -0.7875 -1.6213
H 1.150251 1.185887 -2.982020 0.0305 -0.0152 -0.1062
C -1.661960 -2.244165 1.440565 -0.5249 -1.2055 -0.4621
H -1.870840 -1.523664 2.249142 0.2251 -0.3759 -0.6543
H -1.092328 -3.094362 1.846378 -0.1844 0.2966 -0.1079
H -2.639156 -2.605446 1.085517 0.3354 -0.0999 -0.0437
N -0.769701 0.286235 -2.087721 -1.3443 -0.9210 1.1782
N 1.521753 -0.275244 -1.250871 0.0269 -1.3457 1.1023
N -1.441392 -0.161386 -0.928027 -2.8094 0.2300 -5.3938
N 1.068858 -0.850934 -0.055468 3.6381 -1.3387 -1.9004
C -1.573847 0.117748 -3.148135 0.0238 -0.1000 0.6934
C 2.688462 -0.839658 -1.607603 -0.4099 -0.1143 0.6350
H -1.223714 0.406628 -4.128431 -0.1283 -0.0652 0.0487
H 3.191555 -0.520695 -2.511576 -0.0500 -0.0810 0.1758
C -2.778427 -0.435876 -2.718912 -0.0188 0.0208 -0.1656
C 3.031924 -1.793266 -0.649906 -0.3066 0.1545 0.0349
C -2.667401 -0.593552 -1.338722 1.7517 0.6857 -0.5440
C 2.000631 -1.780528 0.299796 -0.4401 1.3309 -1.4536
H -3.624010 -0.697798 -3.326110 -0.0597 0.0234 -0.1125
H 3.901873 -2.415498 -0.628374 0.2185 -0.1065 -0.0817
H -3.364589 -1.009785 -0.628403 0.0243 0.1137 -0.0281
H 1.883619 -2.386611 1.185948 -0.0382 0.1181 -0.1204
H -1.089747 -1.855936 0.512146 -1.3667 -2.1656 1.3702
C 0.607528 -0.751800 3.450386 0.4000 0.0706 1.5615
C -0.380199 0.048158 2.677253 -0.2709 -0.0118 -0.7843
O -1.128568 0.930486 3.083475 0.1995 0.3482 1.7398
H 1.157078 -1.444320 2.798711 -0.2525 0.2765 0.2689
H 0.061452 -1.337359 4.210085 0.3357 0.1425 0.0351
H 1.340127 -0.088160 3.941485 -0.1865 -0.2518 0.1134
```
Positions in Å, forces in eV/Å.

Results
Multiplicity: 6
Highest occupied orbital energy (spin up / spin down) in eV: -5.2 / -6.6
<S²>: 8.77
HOMO-LUMO gap (spin up / spin down) in eV: 5.90 / 7.20

---

Density functional theory data (wB97M-V/def2-TZVPD) for a molecular structure, C18H24N6RuS at a distorted geometry.

Structure (XYZ):
```
50
Properties=species:S:1:pos:R:3:forces:R:3
Ru -0.745008 0.003780 -0.786972 -2.2188 0.4661 0.6613
C -3.057768 -0.006436 1.220924 -0.0636 -0.1453 -0.1129
C -2.156413 1.156669 1.553040 -0.0444 0.1987 -0.0107
N -1.555010 1.794092 0.355589 0.4913 -1.7659 -0.8409
C -2.459178 2.545879 -0.552424 0.0311 0.0279 0.0369
C -3.237382 1.649977 -1.490160 0.0411 -0.2026 0.0126
N -2.369267 0.578799 -2.064876 0.1841 -0.4279 0.2343
C -3.076780 -0.727642 -2.255876 0.0435 0.5118 0.2190
C -3.466606 -1.307456 -0.906959 0.0616 0.0904 0.2608
N -2.479164 -0.909117 0.169382 0.0227 0.3860 -0.4062
H -3.234193 -0.560550 2.139385 -0.0734 -0.1257 0.0484
H -4.028334 0.342901 0.892038 -0.1356 0.0224 -0.0771
H -2.733902 1.873463 2.137615 0.0196 0.1679 0.0438
H -1.329697 0.820969 2.171060 0.1717 0.0007 0.0881
H -0.843669 2.429942 0.682338 0.2478 0.1514 0.0143
H -3.162913 3.159193 0.012143 0.0393 0.0741 0.1198
H -1.832687 3.219109 -1.131345 0.1186 0.0804 -0.0147
H -4.077636 1.185183 -0.984043 -0.0149 -0.0554 -0.0161
H -3.658137 2.260518 -2.283546 -0.1017 0.0371 -0.1292
H -2.066124 0.874795 -2.979525 0.0620 0.1361 -0.2882
H -3.954808 -0.622969 -2.889936 -0.1110 0.0480 -0.0848
H -2.388327 -1.391489 -2.763017 0.2472 -0.1180 -0.2163
H -4.464321 -0.998599 -0.612020 -0.0839 0.0598 0.0846
H -3.501456 -2.387016 -1.004164 0.0389 -0.1693 0.1291
H -2.202388 -1.756814 0.633551 0.0080 -0.3239 0.1497
N 3.078520 -0.834699 0.572344 1.8242 -1.0342 1.4148
C 3.190462 -1.613492 1.748830 0.4416 0.6268 -0.8946
C 4.426468 -1.813569 2.335397 0.4824 0.2424 -0.2611
C 4.512437 -2.564348 3.486330 0.2499 0.0127 0.0488
C 3.366735 -3.121384 4.060543 -0.3113 -0.1300 0.1582
C 2.135386 -2.948393 3.464788 -0.0746 -0.3894 0.5102
C 2.053521 -2.187698 2.310151 -0.8663 -0.0187 -0.3896
S 0.540568 -2.022845 1.497152 0.2189 0.6226 -0.0887
N 0.794861 -0.778636 0.399480 -0.9070 -0.4343 0.2495
C 1.986786 -0.401894 0.022012 -0.5090 0.8335 -0.7250
C 2.073995 0.570974 -1.102548 0.2131 -0.4761 0.5896
C 3.215613 1.232339 -1.450510 0.9214 0.2138 0.0007
C 3.205480 2.100818 -2.541826 0.5542 -0.0828 0.3018
C 2.035396 2.268333 -3.228029 -0.4666 0.0057 -0.3015
C 0.915055 1.567136 -2.800903 0.0418 -0.1162 -0.0957
N 0.926220 0.743222 -1.750764 -0.7197 0.9184 -0.4877
H 3.948221 -0.554767 0.143375 0.2341 -0.0065 0.0666
H 5.318989 -1.373611 1.894291 -0.1271 -0.0755 0.0886
H 5.477987 -2.722908 3.951038 -0.0407 0.0243 -0.0134
H 3.443419 -3.687398 4.979932 0.0074 -0.0344 -0.0502
H 1.244187 -3.401276 3.889049 0.0981 0.0624 -0.0046
H 4.129438 1.109007 -0.877116 -0.0343 0.0884 -0.1478
H 4.103660 2.622169 -2.848338 0.0012 -0.0083 0.1141
H 1.971678 2.934447 -4.078998 -0.0417 -0.0774 0.0037
H -0.013913 1.651292 -3.337880 -0.1712 0.1081 0.0073
```
Positions in Å, forces in eV/Å.

Results
Multiplicity: 2
Highest occupied orbital energy (spin up / spin down) in eV: -17.8 / -17.9
Charge: +3
<S²>: 0.78
HOMO-LUMO gap (spin up / spin down) in eV: 7.63 / 5.84

---

Density functional theory data (wB97M-V/def2-TZVPD) for a molecular structure, C37H41N7O3Pd at a distorted geometry.

Structure (XYZ):
```
89
Properties=species:S:1:pos:R:3:forces:R:3
Pd -0.978048 -1.050729 0.140938 -0.0987 0.6484 0.9306
C -6.457029 -5.007895 -2.633804 -0.1118 -0.0529 -0.0775
C -5.291424 -4.114187 -2.442525 -0.1209 -0.1553 0.0801
C -4.964421 -3.121999 -3.389514 0.1857 0.4799 -0.1895
C -3.957089 -2.192487 -3.197498 -0.2328 -0.3927 0.2372
C -3.825205 -1.255887 -4.294040 0.0629 0.2545 -0.3079
N -3.415347 -0.034154 -4.388406 -0.1375 -0.1966 0.0440
C -3.105847 0.968475 -3.368212 -0.1333 0.2456 0.1618
C -4.346264 1.817437 -3.043930 0.0259 -0.0243 -0.0731
C -3.951586 3.071572 -2.267931 -0.0110 -0.0017 -0.1015
N -3.408393 2.702447 -0.967444 0.0589 -0.2227 -0.1116
C -3.752804 3.179537 0.188982 0.0778 0.0655 0.3306
C -3.202706 2.745857 1.424136 0.2953 -0.3673 -0.2446
C -3.570578 3.459750 2.577799 0.0046 -0.0309 0.2100
C -3.084554 3.150682 3.832660 -0.0137 0.0837 -0.1438
C -3.463343 3.935353 5.051471 -0.1199 -0.0635 0.2111
C -2.224678 2.058039 3.914435 -0.0620 0.0649 0.0091
C -1.831351 1.292723 2.816327 -0.1383 0.0161 -0.3597
C -0.987102 0.156013 3.089479 -0.0101 0.1149 0.0048
N -0.554109 -0.730485 2.274764 0.0587 -0.4251 -0.6319
C 0.206174 -1.859483 2.802697 -0.1075 -0.1678 0.2335
C -0.596785 -3.163362 2.721748 0.1244 0.1629 -0.1879
C -0.566033 -3.863529 1.361112 -0.0304 -0.2640 0.3589
N -1.397724 -3.212949 0.350860 0.2865 0.3746 -0.0843
C -2.423932 -3.837250 -0.069121 0.2899 -0.1934 0.2725
C -3.337875 -3.451579 -1.136636 -0.4073 0.0262 -0.1556
C -4.429075 -4.264994 -1.341788 0.3061 0.0692 0.1520
C -3.098386 -2.305125 -2.011288 0.1965 0.1575 -0.0032
O -2.177630 -1.498708 -1.792562 -0.0901 0.2235 -0.3292
C -2.294988 1.623780 1.506623 -0.0640 0.2038 0.4220
O -1.946147 0.961806 0.452333 -0.0141 -0.1660 -0.7361
H -7.209929 -4.571072 -3.287946 0.0089 0.0313 0.0271
H -6.912702 -5.280113 -1.681876 0.0119 0.0062 0.0031
H -6.138860 -5.946327 -3.107156 0.0716 0.0131 0.0236
H -5.564996 -3.062330 -4.291861 -0.0117 -0.0621 0.0177
H -4.177694 -1.657690 -5.240931 0.0810 0.0052 -0.0323
H -3.433069 0.347582 -5.330057 -0.0856 -0.0560 -0.0500
H -2.321718 1.609503 -3.773605 0.0413 -0.1089 -0.0712
H -2.733877 0.460932 -2.491713 0.1462 -0.1603 0.1337
H -5.056872 1.230539 -2.457781 -0.0384 -0.0107 -0.0598
H -4.847694 2.123165 -3.964693 0.0355 0.0329 0.0124
H -4.810886 3.727184 -2.134936 0.0095 -0.0342 0.0744
H -3.193043 3.629419 -2.823392 -0.0294 0.0383 0.0346
H -2.703872 1.963749 -0.912870 0.0176 -0.0042 0.1355
H -4.501566 3.967555 0.205313 0.0203 0.0125 -0.0564
H -4.261360 4.289670 2.471469 0.0150 0.0156 -0.0108
H -4.179804 3.382823 5.663536 -0.0077 0.0052 -0.0467
H -3.921499 4.885710 4.787662 0.0345 0.0239 0.0050
H -2.596649 4.128307 5.682791 0.0199 0.0628 -0.0512
H -1.851667 1.783792 4.896594 0.0480 -0.0320 -0.0237
H -0.712378 0.049736 4.142234 0.0443 -0.0606 -0.0253
H 0.476251 -1.680921 3.846674 0.0297 0.0818 -0.0365
H 1.129720 -1.957387 2.226580 0.0371 0.0391 0.0642
H -1.629254 -2.966854 3.018908 -0.0077 -0.0853 0.0709
H -0.180321 -3.864974 3.444908 0.0059 -0.0060 -0.0003
H -0.880675 -4.901709 1.496498 -0.0154 0.0108 -0.0888
H 0.458494 -3.877051 0.982606 -0.0167 -0.0224 -0.0544
H -2.642731 -4.812744 0.372397 -0.0160 -0.0078 -0.0404
H -4.616208 -5.076805 -0.646955 0.0005 -0.0268 -0.0391
C 9.505220 3.258592 2.411056 0.1114 0.1789 0.0601
C 8.715879 2.428387 1.484428 -0.0877 -0.0708 -0.0810
C 9.008664 2.419186 0.093802 -0.0042 -0.0214 -0.0630
C 8.297695 1.647077 -0.770466 0.1396 0.1389 -0.0963
C 7.244959 0.819326 -0.287892 -0.0736 -0.0150 0.1129
N 6.568777 0.029019 -1.157340 0.2042 0.1273 0.0621
C 6.039778 -1.265338 -0.753153 -0.0722 -0.2183 -0.2776
O 6.771621 -2.204889 -0.703015 -0.0007 0.1054 0.1378
N 4.692741 -1.382492 -0.502479 0.0201 -0.1026 0.2472
C 3.567390 -0.579141 -0.702506 -0.1780 0.2694 -0.2178
C 3.568227 0.698796 -1.257523 -0.0237 -0.0383 0.0581
C 2.356200 1.340722 -1.451318 0.0323 -0.0549 -0.0016
C 1.177136 0.707983 -1.105008 0.0281 0.0466 -0.0151
N 1.166539 -0.516464 -0.566053 -0.4908 0.0262 0.1123
C 2.327123 -1.133104 -0.364730 0.0889 -0.2911 -0.0495
C 6.925887 0.835632 1.099098 -0.0208 -0.0456 0.0860
C 7.643643 1.618959 1.950454 -0.0574 -0.0608 -0.0228
H 9.201603 4.310544 2.316659 -0.0793 -0.0377 -0.0218
H 10.563761 3.252184 2.143658 0.0016 -0.0818 0.0420
H 9.371026 2.967336 3.449590 0.0380 -0.0104 0.0013
H 9.830407 3.020756 -0.273277 -0.0041 0.0034 0.0031
H 8.560836 1.626582 -1.821612 -0.0560 -0.0110 -0.0069
H 6.998295 -0.028880 -2.076590 -0.0515 -0.0468 -0.0498
H 4.492267 -2.336934 -0.232035 0.0351 -0.0239 0.0072
H 4.487442 1.182283 -1.552646 -0.0295 -0.0033 0.0190
H 2.330183 2.330192 -1.885344 -0.0115 -0.0021 -0.0003
H 0.216953 1.181934 -1.258984 0.0122 0.0376 0.0616
H 2.283828 -2.139395 0.038637 -0.0208 0.0362 0.0522
H 6.125688 0.209734 1.473672 0.0065 -0.0110 0.0008
H 7.409369 1.619051 3.006854 0.0238 0.0085 0.0034
```
Positions in Å, forces in eV/Å.

Results
Multiplicity: 5
Highest occupied orbital energy (spin up / spin down) in eV: -16.9 / -16.8
Charge: +4
<S²>: 6.06
HOMO-LUMO gap (spin up / spin down) in eV: 6.26 / 4.15